Entry 1:
Density functional theory data (the ωB97M-V functional and the def2-TZVPD basis) for C12H22N2O5 in the gas phase in a non-equilibrium geometry.

## Properties
charge = 0
M = 274.317 g mol⁻¹
ΔE to the lowest compared entry with this formula, charge and spin = 135.4 kcal per mole
E_HOMO = -0.2631 hartree
HOMO-LUMO gap = 6.473 eV
total energy = -26014.705 eV

Positions of all 41 atoms, in Å:
O -1.955 0.306 -4.156
O 2.796 0.719 -0.948
O -2.605 2.378 -3.859
O -1.122 -0.620 1.611
O 1.806 1.701 0.783
C -1.983 1.368 -3.464
C 1.860 1.340 -0.460
N 1.524 -1.018 1.795
C -1.734 1.035 -1.922
C 0.454 -0.489 4.414
C -0.194 0.577 -1.647
C -0.820 -1.999 1.919
C 0.904 -1.991 3.977
C 2.853 1.256 1.685
C 1.178 0.612 3.649
C 0.705 1.801 -1.397
C 0.650 -2.096 2.455
C 2.237 0.049 2.551
N 1.073 2.465 -2.704
H -0.268 -0.234 1.755
H 1.950 -1.249 0.913
H -2.131 1.838 -1.282
H -2.284 0.092 -1.693
H -0.638 -0.437 4.394
H 0.718 -0.310 5.487
H -0.067 -0.110 -0.789
H 0.141 0.032 -2.486
H -1.549 -2.435 2.558
H -0.986 -2.464 1.014
H 1.958 -2.234 4.260
H 0.319 -2.783 4.437
H 3.128 2.057 2.329
H 3.692 0.872 1.062
H 0.410 1.266 3.190
H 1.825 1.167 4.429
H 0.124 2.520 -0.914
H 0.914 -3.138 2.272
H 3.041 -0.451 3.081
H 0.265 2.743 -3.251
H 1.658 1.832 -3.280
H 1.723 3.297 -2.427

Entry 2:
Density functional theory data (the ωB97M-V functional and the def2-TZVPD basis) for a 2-piece molecular cluster, BrHN2 overall in a non-equilibrium geometry.

## Properties
charge = 0
M = 108.926 g mol⁻¹
ΔE to the lowest compared entry with this formula, charge and spin = 199.3 kcal per mole
E_HOMO (alpha / beta) = -0.3509 / -0.3490 hartree
HOMO-LUMO gap (alpha / beta) = 7.477 / 7.428 eV
total energy = -73031.124 eV

Positions of all 4 atoms, in Å:
N -0.931 0.278 -0.280
N -1.084 -1.218 -1.534
Br -2.626 -1.002 -2.143
H 0.030 0.357 -0.229

Entry 3:
Density functional theory data (the ωB97M-V functional and the def2-TZVPD basis) for a 2-piece molecular cluster, C4H9O2 overall in a non-equilibrium geometry.

## Properties
charge = -1
M = 89.114 g mol⁻¹
ΔE to the lowest compared entry with this formula, charge and spin = 12.6 kcal per mole
E_HOMO = -0.1400 hartree
HOMO-LUMO gap = 8.068 eV
total energy = -8389.947 eV

Positions of all 15 atoms, in Å:
C -1.781 -1.434 1.250
C -1.772 -1.456 -0.258
H -1.492 -2.400 1.677
H -1.411 -0.517 1.722
H -2.834 -1.383 1.581
H -2.513 -2.096 -0.754
H -1.827 -0.408 -0.605
H -0.750 -1.657 -0.576
C 2.023 1.196 0.568
C 0.874 0.791 -0.428
O -0.305 0.950 -0.071
O 1.350 0.385 -1.527
H 2.693 1.836 -0.004
H 2.598 0.289 0.757
H 1.527 1.706 1.371

Entry 4:
Density functional theory data (the ωB97M-V functional and the def2-TZVPD basis) for a 2-piece molecular cluster, C4H10NO2S overall in a non-equilibrium geometry.

## Properties
charge = +1
M = 136.196 g mol⁻¹
ΔE to the lowest compared entry with this formula, charge and spin = 80.6 kcal per mole
E_HOMO = -0.4601 hartree
HOMO-LUMO gap = 7.159 eV
total energy = -20720.519 eV

Positions of all 18 atoms, in Å:
C -1.426 -1.253 1.063
C 0.574 1.133 -0.931
C -0.201 -1.640 0.717
C 1.451 0.531 0.146
N -0.607 1.483 -0.193
O 0.025 -2.119 -0.559
O 1.188 1.068 1.310
S 2.681 -0.537 -0.112
H -2.217 -1.198 0.439
H -1.536 -0.919 2.058
H 1.104 1.999 -1.326
H 0.258 0.458 -1.863
H 0.589 -1.841 1.303
H -1.424 1.697 -0.716
H -0.483 2.263 0.463
H -0.603 -2.135 -1.281
H 1.862 0.826 1.989
H 2.109 -1.257 -1.257

Entry 5:
Density functional theory data (the ωB97M-V functional and the def2-TZVPD basis) for C17H8Co2F3NO7 as an isolated structure in a non-equilibrium geometry.

## Properties
charge = -2
M = 513.111 g mol⁻¹
ΔE to the lowest compared entry with this formula, charge and spin = 21.9 kcal per mole
E_HOMO = 0.0176 hartree
HOMO-LUMO gap = 4.695 eV
total energy = -116984.647 eV

Positions of all 38 atoms, in Å:
O -1.900 -0.626 -3.084
C -1.092 -0.663 -2.250
Co 0.264 -0.794 -1.148
C 0.292 -2.741 -1.120
O 1.258 -3.401 -0.805
C 1.557 -0.484 -2.259
O 2.420 -0.242 -3.003
C 0.708 0.319 0.365
C 2.089 0.204 0.823
C 2.593 -1.048 1.237
C 3.943 -1.197 1.532
C 4.807 -0.098 1.439
C 4.309 1.158 1.073
C 2.950 1.325 0.795
C -0.132 1.468 0.180
C -0.110 2.704 -0.329
Co -1.021 0.087 0.741
C -1.646 0.837 2.221
O -2.039 1.398 3.153
C -1.037 -1.620 1.186
O -1.118 -2.659 1.696
C -2.533 0.284 -0.181
O -3.559 0.412 -0.698
H 1.917 -1.908 1.269
H 4.312 -2.176 1.829
H 5.866 -0.223 1.658
H 4.980 2.017 0.995
H 2.557 2.308 0.509
H -0.993 3.340 -0.206
H 0.744 3.082 -0.901
H -1.776 -2.751 -1.256
N -0.926 -3.234 -1.572
C -1.130 -4.643 -1.603
C -0.285 -5.383 -2.677
F -1.108 -5.908 -3.629
F 0.597 -4.572 -3.330
F 0.411 -6.404 -2.117
O -1.935 -5.219 -0.920

Entry 6:
Density functional theory data (the ωB97M-V functional and the def2-TZVPD basis) for a 2-piece molecular cluster, CHNO4 overall in a non-equilibrium geometry.

## Properties
charge = 0
M = 91.022 g mol⁻¹
ΔE to the lowest compared entry with this formula, charge and spin = 40.7 kcal per mole
E_HOMO (alpha / beta) = -0.3730 / -0.3731 hartree
HOMO-LUMO gap (alpha / beta) = 7.808 / 7.815 eV
total energy = -10729.395 eV

Positions of all 7 atoms, in Å:
C 0.402 -0.856 -0.440
N -0.204 1.529 1.691
O 1.542 -1.185 -0.330
O 0.171 2.498 1.242
O -0.484 -1.346 -1.289
O -0.217 0.113 0.439
H -1.211 -0.753 -1.313